{"formula": "C19H21N3O4", "method": "ωB97M-V with the def2-TZVPD basis set", "lumo_energy_ha": 0.020, "orbital_gap_ev": 9.47, "relative_energy_kj_mol": 175.3, "smiles": "O=C(CCC(=O)NNC(=O)COc1ccccc1)NCc1ccccc1", "multiplicity": 1, "total_energy_ha": -1201.8768, "mol_weight_g_mol": 355.39, "symbols": ["O", "C", "C", "C", "C", "O", "N", "N", "C", "O", "C", "O", "C", "C", "C", "C", "C", "C", "N", "C", "C", "C", "C", "C", "C", "C", "H", "H", "H", "H", "H", "H", "H", "H", "H", "H", "H", "H", "H", "H", "H", "H", "H", "H", "H", "H", "H"], "xyz": [[4.454, 1.736, 0.223], [3.754, 0.845, 0.649], [4.258, -0.587, 0.812], [4.116, -1.349, -0.512], [2.688, -1.422, -1.009], [2.318, -1.073, -2.108], [1.801, -1.860, -0.071], [0.466, -2.081, -0.415], [-0.243, -2.973, 0.299], [0.225, -3.531, 1.275], [-1.652, -3.223, -0.221], [-2.217, -2.151, -0.935], [-2.776, -1.127, -0.207], [-2.438, -0.833, 1.107], [-3.070, 0.213, 1.758], [-4.037, 0.963, 1.115], [-4.365, 0.673, -0.199], [-3.737, -0.362, -0.861], [2.470, 1.028, 1.025], [1.798, 2.305, 0.904], [0.564, 2.229, 0.044], [0.593, 1.555, -1.170], [-0.533, 1.501, -1.971], [-1.697, 2.139, -1.577], [-1.732, 2.818, -0.372], [-0.612, 2.852, 0.439], [5.318, -0.535, 1.066], [3.728, -1.092, 1.620], [4.702, -0.848, -1.284], [4.498, -2.366, -0.395], [2.061, -2.429, 0.729], [0.168, -1.651, -1.282], [-1.598, -4.056, -0.931], [-2.284, -3.529, 0.622], [-1.691, -1.412, 1.630], [-2.802, 0.436, 2.780], [-4.533, 1.767, 1.635], [-5.119, 1.253, -0.710], [-3.981, -0.606, -1.883], [1.912, 0.246, 1.328], [1.538, 2.679, 1.901], [2.529, 2.987, 0.456], [1.506, 1.082, -1.500], [-0.494, 0.971, -2.911], [-2.570, 2.114, -2.210], [-2.635, 3.322, -0.062], [-0.646, 3.381, 1.381]], "forces_ev_per_angstrom": [[0.4, 0.2, -0.3], [0.0, -0.5, 0.4], [0.1, 0.2, -0.2], [0.1, 0.0, 0.0], [0.0, -0.1, 0.2], [-0.1, 0.1, -0.3], [-0.6, -0.4, 0.6], [0.4, 0.3, -0.5], [0.0, 0.3, -0.2], [0.0, -0.2, 0.2], [-0.1, -0.3, 0.2], [0.0, 0.2, -0.2], [-0.2, 0.2, 0.0], [0.2, -0.3, -0.1], [-0.1, 0.1, 0.0], [-0.1, 0.0, 0.1], [0.0, -0.1, 0.0], [0.1, -0.2, 0.0], [-0.4, 0.1, 0.2], [0.1, 0.2, 0.0], [-0.1, 0.0, 0.1], [0.1, 0.0, 0.0], [0.1, 0.0, -0.1], [-0.1, 0.1, 0.0], [-0.1, 0.1, -0.1], [0.1, 0.0, 0.0], [-0.1, 0.0, 0.1], [0.0, 0.0, 0.0], [-0.1, -0.1, 0.0], [0.0, 0.0, 0.0], [0.0, 0.1, -0.2], [0.0, 0.0, 0.1], [0.0, 0.1, 0.2], [0.2, 0.1, -0.1], [0.1, 0.0, 0.1], [0.0, 0.0, 0.1], [0.0, 0.1, 0.0], [-0.1, 0.1, -0.1], [0.0, 0.0, -0.1], [0.2, -0.1, -0.1], [0.0, 0.0, -0.1], [-0.1, -0.1, 0.2], [0.1, -0.1, 0.0], [0.0, 0.0, -0.1], [-0.1, 0.0, 0.0], [-0.1, 0.0, 0.0], [0.0, 0.0, 0.1]]}



{"formula": "C19H21N4O2", "method": "ωB97M-V with the def2-TZVPD basis set", "charge": 1, "lumo_energy_ha": -0.101, "orbital_gap_ev": 8.87, "relative_energy_kj_mol": 10.5, "smiles": "Oc1ccccc1[NH2+]c1nc(NC[C@H]2CCCO2)c2ccccc2n1", "multiplicity": 1, "total_energy_ha": -1105.9379, "mol_weight_g_mol": 337.40, "symbols": ["O", "C", "C", "C", "C", "C", "C", "N", "C", "N", "C", "N", "C", "C", "C", "C", "C", "O", "C", "C", "C", "C", "C", "C", "N", "H", "H", "H", "H", "H", "H", "H", "H", "H", "H", "H", "H", "H", "H", "H", "H", "H", "H", "H", "H", "H"], "xyz": [[1.458, -1.282, -4.365], [1.663, -1.834, -3.144], [1.855, -3.192, -2.919], [2.073, -3.656, -1.634], [2.108, -2.781, -0.559], [1.921, -1.426, -0.770], [1.700, -0.965, -2.053], [1.463, 0.456, -2.326], [0.187, 0.928, -1.733], [0.250, 1.186, -0.441], [-0.884, 1.607, 0.134], [-0.858, 1.898, 1.430], [0.280, 1.741, 2.298], [0.035, 0.663, 3.375], [0.094, -0.768, 2.812], [1.495, -1.230, 3.212], [1.689, -0.479, 4.527], [1.060, 0.778, 4.342], [-2.083, 1.752, -0.655], [-3.323, 2.184, -0.160], [-4.404, 2.297, -1.000], [-4.289, 1.984, -2.358], [-3.092, 1.556, -2.873], [-1.978, 1.434, -2.034], [-0.792, 1.011, -2.565], [1.427, -1.959, -5.051], [1.832, -3.880, -3.751], [2.219, -4.712, -1.472], [2.282, -3.151, 0.438], [1.935, -0.724, 0.048], [2.232, 1.030, -1.964], [1.374, 0.543, -3.352], [-1.713, 2.208, 1.867], [1.144, 1.476, 1.689], [0.484, 2.685, 2.812], [-0.935, 0.866, 3.853], [-0.658, -1.392, 3.294], [-0.077, -0.787, 1.736], [2.237, -0.902, 2.483], [1.568, -2.307, 3.336], [1.208, -1.017, 5.354], [2.733, -0.293, 4.780], [-3.441, 2.432, 0.884], [-5.352, 2.631, -0.609], [-5.151, 2.082, -3.000], [-2.975, 1.309, -3.916]], "forces_ev_per_angstrom": [[0.0, 0.0, -0.1], [0.1, 0.0, 0.3], [0.0, 0.2, 0.0], [0.0, 0.1, 0.0], [0.0, 0.1, 0.0], [0.0, 0.0, 0.0], [0.1, -0.7, -0.2], [-0.1, 0.0, -0.1], [-1.1, 0.4, -0.1], [0.2, 0.0, 0.3], [0.2, -0.1, -0.4], [-0.5, 0.0, 0.1], [0.4, -0.2, 0.7], [-0.2, 0.2, -0.4], [0.0, 0.1, 0.2], [-0.1, 0.2, 0.2], [0.2, -0.3, 0.1], [0.0, 0.2, -0.1], [-0.1, -0.1, -0.6], [0.0, 0.0, 0.0], [0.0, 0.0, 0.3], [0.2, -0.1, -0.1], [-0.1, 0.0, 0.1], [-0.1, 0.2, 0.7], [0.9, -0.3, -0.4], [0.0, 0.1, 0.0], [0.0, -0.1, -0.1], [0.0, -0.1, 0.0], [0.0, 0.0, 0.1], [0.0, 0.1, 0.1], [-0.1, -0.1, -0.2], [0.1, 0.2, 0.3], [0.1, 0.0, -0.1], [0.0, 0.1, 0.1], [0.0, 0.0, -0.1], [0.1, 0.0, -0.1], [0.0, 0.0, -0.1], [-0.1, 0.0, -0.1], [0.1, 0.0, 0.0], [0.0, -0.1, 0.0], [0.1, 0.0, -0.1], [-0.1, -0.1, 0.0], [-0.1, 0.0, 0.1], [-0.1, 0.0, 0.1], [-0.1, 0.0, -0.1], [0.0, 0.0, -0.1]]}



{"formula": "C19H21N7O8S4Ti", "method": "ωB97M-V with the def2-TZVPD basis set", "charge": -2, "lumo_energy_ha": 0.111, "orbital_gap_ev": 5.25, "relative_energy_kj_mol": 0.0, "multiplicity": 1, "total_energy_ha": -4164.3902, "mol_weight_g_mol": 651.55, "symbols": ["Ti", "S", "S", "S", "S", "O", "C", "O", "C", "C", "C", "N", "C", "C", "C", "O", "O", "H", "H", "H", "N", "C", "C", "C", "C", "N", "C", "N", "N", "C", "O", "O", "H", "H", "H", "H", "H", "H", "H", "H", "H", "H", "H", "H", "H", "H", "N", "C", "C", "C", "C", "N", "C", "C", "H", "H", "H", "H", "O", "O"], "xyz": [[-1.449, -0.434, -1.738], [0.669, 3.253, 2.150], [1.511, 2.688, 3.952], [3.414, 3.822, 0.046], [1.717, 2.685, 0.468], [-7.312, -3.499, 0.256], [-6.239, -3.863, 0.767], [-5.985, -4.764, 1.588], [-5.005, -3.074, 0.297], [-3.839, -3.746, -0.065], [-2.744, -3.036, -0.510], [-2.743, -1.699, -0.549], [-3.855, -1.038, -0.186], [-5.005, -1.682, 0.213], [-3.740, 0.478, -0.274], [-4.654, 1.197, 0.065], [-2.569, 0.863, -0.696], [-3.803, -4.824, 0.010], [-1.834, -3.519, -0.846], [-5.887, -1.106, 0.451], [-0.334, -0.143, 0.328], [0.826, -1.017, 0.500], [0.876, -1.660, 1.889], [1.449, -0.747, 2.972], [2.969, -0.883, 3.071], [3.737, -0.525, 1.886], [4.110, 0.713, 1.535], [4.638, 0.913, 0.309], [4.052, 1.721, 2.382], [0.847, -2.050, -0.637], [1.617, -2.996, -0.573], [0.080, -1.774, -1.640], [-0.161, 0.816, 0.624], [-1.102, -0.473, 0.904], [1.723, -0.417, 0.317], [1.450, -2.589, 1.856], [-0.156, -1.947, 2.115], [1.098, -1.057, 3.960], [1.127, 0.291, 2.857], [3.192, -1.941, 3.234], [3.357, -0.339, 3.934], [3.822, -1.238, 1.181], [4.486, 0.175, -0.359], [4.461, 1.883, -0.034], [3.333, 1.729, 3.128], [4.058, 2.647, 1.930], [2.370, 5.597, -4.135], [1.797, 4.676, -3.758], [1.099, 3.502, -3.297], [-0.284, 3.431, -3.396], [-0.916, 2.272, -2.990], [-0.240, 1.239, -2.478], [1.087, 1.313, -2.378], [1.805, 2.421, -2.789], [-0.858, 4.254, -3.795], [-1.987, 2.144, -3.064], [1.579, 0.441, -1.971], [2.876, 2.463, -2.682], [-1.778, -1.275, -3.321], [-2.753, -0.274, -3.016]], "forces_ev_per_angstrom": [[-0.1, -0.6, 0.4], [0.0, 0.1, 0.0], [0.1, 0.0, 0.0], [-0.2, 0.0, 0.0], [0.0, -0.1, 0.0], [0.0, 0.0, 0.0], [0.0, 0.0, 0.0], [0.0, 0.0, 0.0], [0.0, 0.0, 0.0], [0.0, 0.0, 0.1], [0.0, 0.0, 0.0], [-0.1, 0.0, -0.2], [0.0, 0.1, 0.0], [0.1, -0.1, 0.0], [0.1, 0.0, 0.0], [0.0, 0.0, 0.0], [-0.2, 0.1, -0.1], [0.0, 0.0, 0.0], [0.0, 0.0, 0.0], [0.0, 0.0, 0.0], [-0.1, 0.1, -0.2], [0.0, -0.1, 0.0], [-0.1, 0.1, -0.1], [0.1, -0.2, 0.0], [0.0, -0.1, 0.1], [0.0, 0.0, -0.1], [-0.1, -0.1, 0.0], [0.0, 0.1, 0.0], [-0.2, 0.2, 0.2], [0.1, 0.1, 0.0], [0.1, 0.0, 0.0], [0.0, -0.1, -0.1], [0.1, 0.0, 0.0], [0.0, 0.1, 0.0], [-0.1, 0.1, 0.1], [0.0, 0.0, -0.2], [0.0, 0.0, 0.2], [-0.2, 0.0, -0.1], [0.2, 0.0, 0.0], [0.0, 0.0, 0.1], [0.0, 0.1, -0.1], [-0.1, 0.0, -0.1], [0.0, 0.0, 0.0], [0.1, 0.0, 0.0], [0.0, -0.1, -0.1], [0.2, -0.1, -0.1], [-0.1, 0.0, -0.1], [0.1, 0.0, 0.2], [0.0, 0.0, -0.1], [-0.1, 0.0, -0.1], [0.0, 0.1, 0.1], [0.0, 0.1, 0.0], [0.0, 0.0, -0.1], [0.0, 0.0, -0.1], [0.0, 0.0, 0.0], [0.0, 0.0, 0.1], [0.0, 0.0, 0.0], [0.0, 0.0, 0.1], [0.1, 0.1, 0.1], [0.2, 0.2, -0.1]]}



{"formula": "C19H21NO", "method": "ωB97M-V with the def2-TZVPD basis set", "lumo_energy_ha": 0.005, "orbital_gap_ev": 6.54, "relative_energy_kj_mol": 522.8, "multiplicity": 1, "total_energy_ha": -866.4543, "mol_weight_g_mol": 279.38, "symbols": ["C", "O", "C", "C", "C", "C", "C", "N", "C", "C", "C", "C", "H", "H", "H", "H", "H", "H", "H", "H", "H", "H", "H", "H", "H", "H", "C", "C", "C", "C", "C", "C", "C", "C", "C", "H", "H", "H", "H", "H", "H", "H"], "xyz": [[4.956, -2.268, 1.699], [4.197, -1.048, 1.930], [2.885, -0.998, 1.525], [2.299, 0.257, 1.715], [1.020, 0.514, 1.310], [0.209, -0.528, 0.793], [-1.225, -0.312, 0.726], [-2.038, -1.229, 1.266], [-3.494, -1.020, 1.196], [-1.561, -2.340, 2.126], [0.820, -1.795, 0.554], [2.126, -2.045, 0.920], [5.969, -2.008, 2.008], [4.565, -3.091, 2.323], [4.941, -2.549, 0.630], [2.910, 1.028, 2.210], [0.528, 1.477, 1.555], [-1.622, 0.739, 0.854], [-3.969, -1.901, 1.671], [-3.805, -0.128, 1.752], [-3.827, -0.940, 0.160], [-2.471, -2.708, 2.613], [-1.118, -3.128, 1.503], [-0.847, -1.975, 2.874], [0.225, -2.668, 0.215], [2.593, -3.036, 0.790], [-1.738, 0.544, -1.200], [-1.368, -0.349, -2.282], [-0.611, 0.345, -3.229], [-0.462, 1.697, -2.798], [-1.163, 1.854, -1.541], [-1.355, 3.149, -1.039], [-0.798, 4.248, -1.723], [-0.111, 4.101, -2.956], [-0.007, 2.816, -3.528], [-2.692, 0.441, -0.663], [-1.644, -1.404, -2.309], [-0.293, 0.009, -4.201], [-1.989, 3.328, -0.172], [-0.880, 5.272, -1.320], [0.369, 4.967, -3.457], [0.476, 2.682, -4.500]], "forces_ev_per_angstrom": [[-0.7, 0.6, 0.1], [-0.1, -1.2, -0.4], [-0.2, -0.3, -0.5], [1.0, 0.3, 0.2], [-1.6, -0.3, 0.3], [1.4, -0.4, 0.2], [-0.2, 3.5, -0.6], [-1.4, -1.5, 0.1], [0.5, -0.6, 0.6], [-0.6, 0.4, -0.8], [-1.1, 0.2, 0.3], [1.7, 0.5, 0.6], [-0.1, -0.2, -0.1], [0.1, 0.3, -0.3], [0.0, 0.1, 0.4], [-0.3, -0.4, -0.4], [0.5, -0.6, -0.4], [1.2, -1.2, 0.8], [0.1, 0.6, -0.4], [0.1, 0.1, -0.1], [0.0, -0.1, 0.1], [0.5, -0.1, 0.1], [-0.2, 0.0, 0.6], [-0.1, -0.2, -0.2], [0.5, 1.0, -0.1], [-0.4, 0.6, 0.0], [-0.1, -1.1, 0.5], [0.6, 0.7, -1.1], [-0.9, -1.4, 1.0], [-0.8, 1.2, 0.3], [0.1, 0.2, -0.7], [0.3, 0.2, -0.5], [0.4, 0.2, -0.3], [-0.1, -0.7, 0.3], [0.3, 0.3, 0.9], [0.2, 0.4, -1.1], [0.1, 0.3, -0.1], [0.2, -0.4, 0.1], [0.2, 0.0, 0.0], [-0.1, -0.7, -0.1], [-0.6, -0.6, 0.4], [-0.2, 0.0, 0.3]]}